Below is a molecular structure, C15H52AsF6O11, with properties calculated with ωB97M-V/def2-TZVPD.

Values from the calculation:
**Multiplicity**: 1
**Net charge**: -1
**Energy relative to the best compared isomer or geometry (same formula, charge and spin)**: 0.0 kJ/mol
**HOMO**: -8.429 eV
**E_LUMO**: 2.039 eV
**Frontier orbital gap**: 10.47 eV
**Maximum force**: 2.63 eV Å⁻¹
**Electronic energy**: -4265.45146 Eh

Structure (XYZ):
```
85
Properties=species:S:1:pos:R:3:lowdin_charge:R:1
As 0.4204 0.9552 0.1495 0.88
F 0.7578 2.5050 0.9631 -0.31
F -1.1411 1.6319 -0.4625 -0.32
F 0.0964 -0.6007 -0.7102 -0.32
F 1.9673 0.3949 0.8418 -0.30
F -0.4214 0.2498 1.5855 -0.32
F 1.2085 1.6710 -1.2956 -0.31
O 3.9783 3.7758 4.8898 -0.06
H 3.2364 3.8213 4.2868 0.03
H 3.7736 3.0400 5.4669 0.02
O 1.2925 4.8113 -7.2680 -0.05
H 0.5002 4.5853 -6.7808 0.03
H 0.9715 5.2172 -8.0732 0.02
O 3.8495 -0.9060 6.3146 -0.05
H 4.2694 -1.2186 5.5132 0.03
H 3.3977 -1.6741 6.6641 0.02
O -2.1614 2.4354 -5.3886 -0.06
H -2.0390 1.5703 -5.7796 0.03
H -1.8509 2.3380 -4.4885 0.03
O 0.1451 8.1670 1.1018 -0.06
H -0.0392 7.2280 1.1241 0.03
H 0.9348 8.2439 0.5663 0.03
O 4.3130 6.4989 -1.9240 -0.06
H 4.2532 7.1416 -2.6308 0.02
H 3.9414 5.6987 -2.2952 0.03
C 4.1500 -5.8825 0.6487 -0.05
C 3.4566 -6.3924 1.9578 -0.49
C 3.2825 -7.8970 1.8367 -0.08
O 4.3324 -6.1726 3.0470 -0.06
H 3.4346 -5.8655 -0.1735 0.08
H 5.0778 -6.3953 0.3951 0.08
H 4.3854 -4.8405 0.8652 0.07
H 2.5006 -5.8960 2.1247 0.14
H 2.7591 -8.2103 2.7400 0.07
H 4.2438 -8.4077 1.7816 0.08
H 2.6754 -8.2009 0.9839 0.08
H 3.7762 -6.1835 3.8295 0.09
C 8.1089 -1.0158 -4.3414 -0.06
C 6.9979 -0.2380 -3.5783 -0.47
C 7.5812 0.3496 -2.3043 -0.07
O 6.5838 0.8576 -4.4159 -0.07
H 8.9735 -0.3588 -4.4354 0.07
H 7.7617 -1.3459 -5.3205 0.07
H 8.3919 -1.9427 -3.8425 0.07
H 6.1216 -0.8481 -3.3590 0.13
H 6.9655 1.0606 -1.7533 0.08
H 8.4807 0.8737 -2.6273 0.08
H 7.8011 -0.4355 -1.5809 0.08
H 5.6587 1.0185 -4.2161 0.09
C -8.5837 3.0665 0.3695 -0.08
C -9.0726 1.6860 -0.0699 -0.50
C -7.8570 0.7505 -0.2839 -0.05
O -10.0118 1.1473 0.8422 -0.05
H -9.4066 3.7693 0.4998 0.07
H -7.9158 3.4037 -0.4232 0.08
H -8.0371 3.1483 1.3090 0.08
H -9.5015 1.8895 -1.0511 0.12
H -7.1588 0.7683 0.5529 0.08
H -7.3712 1.2199 -1.1393 0.08
H -8.1591 -0.2633 -0.5467 0.08
H -10.6727 1.7938 1.1006 0.08
C -1.6550 -5.1581 -4.9838 -0.05
C -2.2706 -4.0102 -5.8770 -0.45
C -3.6740 -3.5726 -5.4675 -0.07
O -1.4660 -2.8687 -5.5809 -0.09
H -2.1005 -6.1468 -5.0939 0.07
H -1.7759 -4.9152 -3.9281 0.07
H -0.5918 -5.2198 -5.2161 0.07
H -2.1861 -4.1292 -6.9572 0.13
H -3.7925 -3.4625 -4.3896 0.08
H -4.4622 -4.2808 -5.7232 0.07
H -3.8816 -2.6300 -5.9740 0.08
H -1.3911 -2.7347 -4.6333 0.09
C -1.9255 2.4955 8.3640 -0.07
C -3.3485 2.3164 7.9594 -0.54
C -3.9178 3.4008 7.0926 -0.06
O -3.4349 1.1655 7.1592 -0.06
H -1.4878 1.7310 9.0059 0.09
H -1.9331 3.4317 8.9222 0.08
H -1.2975 2.7472 7.5094 0.09
H -3.8895 2.1034 8.8814 0.14
H -3.3070 3.5168 6.1973 0.09
H -3.9163 4.3470 7.6338 0.08
H -4.9456 3.1547 6.8258 0.08
H -2.7562 1.1268 6.4813 0.09
```